Entry 1:
Molecular formula: C24H53MnN6O6
Method: DFT, the ωB97M-V functional and the def2-TZVPD basis

Atoms and positions in Å:
Mn (-0.25240, -0.52411, -0.68984)
C (-0.97874, 3.33173, 2.58849)
C (0.22732, 3.24961, 1.71152)
C (1.31487, 4.14704, 2.22378)
C (1.91412, 3.61336, 3.54896)
C (2.48383, 2.22511, 3.48069)
C (1.43304, 1.21566, 2.81542)
N (0.76008, 1.83183, 1.64240)
O (-0.19999, 0.95959, 0.85823)
C (0.53521, 0.75337, 3.96918)
C (2.25366, 0.03366, 2.43352)
C (-0.16557, 3.74144, 0.35025)
H (-0.84131, 3.29167, 3.66905)
H (-1.59305, 2.43393, 2.52015)
H (-1.59552, 4.19306, 2.33198)
H (0.90523, 5.08673, 2.59431)
H (2.02957, 4.39557, 1.43922)
H (1.13776, 3.56862, 4.31275)
H (2.79402, 4.18631, 3.84154)
H (2.75550, 2.10931, 4.52992)
H (3.36702, 2.23525, 2.84195)
H (1.05271, 0.02017, 4.58781)
H (-0.39208, 0.27274, 3.65738)
H (0.04761, 1.52924, 4.55941)
H (2.97425, -0.33517, 3.16347)
H (2.68847, 0.20080, 1.44808)
H (1.75338, -0.92119, 2.59501)
H (-0.26160, 4.82334, 0.44181)
H (-1.08376, 3.33565, -0.07443)
H (0.61365, 3.55750, -0.38940)
C (0.81676, -2.36101, -4.39158)
C (-0.12921, -2.91580, -3.25520)
O (-0.44317, -2.22445, -2.28711)
N (-0.51250, -4.14708, -3.47414)
C (-1.28393, -4.92273, -2.47670)
H (0.60326, -2.87176, -5.33054)
H (1.84173, -2.42833, -4.02687)
H (0.52344, -1.32023, -4.52885)
H (-0.12239, -4.60130, -4.28753)
H (-2.36748, -5.02646, -2.53366)
H (-1.11901, -4.79412, -1.40696)
H (-0.87709, -5.92450, -2.61464)
C (-3.68547, -1.91804, -1.80948)
C (-3.49458, -0.81976, -0.83922)
O (-2.30482, -0.57653, -0.61184)
N (-4.46038, -0.19368, -0.20450)
C (-4.25371, 0.80469, 0.75311)
H (-4.74164, -2.09441, -2.01320)
H (-3.26434, -2.83072, -1.38786)
H (-3.32675, -1.53964, -2.76668)
H (-5.43508, -0.44384, -0.29091)
H (-3.38407, 1.45115, 0.63511)
H (-4.05305, 0.18964, 1.63034)
H (-5.10763, 1.46635, 0.89847)
C (-2.71378, 1.55714, -2.88780)
C (-1.19914, 1.59980, -2.81220)
O (-0.51138, 0.74172, -2.28815)
N (-0.63070, 2.60298, -3.38278)
C (0.83303, 2.65230, -3.64124)
H (-3.11573, 2.12976, -2.05195)
H (-3.01978, 0.51143, -2.91845)
H (-3.08508, 1.83376, -3.87457)
H (-1.20092, 3.36531, -3.72013)
H (1.30833, 2.66684, -2.66043)
H (1.05821, 3.49423, -4.29588)
H (1.27434, 1.92428, -4.32191)
C (3.52549, -2.35402, -1.12249)
C (3.09001, -0.90020, -1.01393)
O (1.85218, -0.57789, -0.97958)
N (4.10255, -0.06498, -0.99924)
C (3.93986, 1.43103, -0.92078)
H (3.65981, -2.60430, -2.17483)
H (2.77954, -3.03708, -0.71617)
H (4.35138, -2.63547, -0.46919)
H (5.03601, -0.42219, -0.85380)
H (3.46491, 1.84731, -1.80917)
H (4.89934, 1.93076, -0.78749)
H (3.29874, 1.69129, -0.07856)
C (0.73947, -4.25827, 1.36209)
C (-0.18499, -3.01887, 1.50590)
O (-0.15119, -2.14056, 0.60732)
N (-0.99911, -3.10037, 2.53915)
C (-2.08332, -2.11363, 2.78410)
H (0.83931, -4.81427, 2.29428)
H (1.76647, -4.01473, 1.08995)
H (0.32651, -4.91124, 0.59320)
H (-1.03515, -3.95079, 3.08284)
H (-1.95773, -1.13984, 2.31076)
H (-2.32287, -1.95727, 3.83590)
H (-3.03116, -2.48319, 2.39277)

Computed properties:
max |F| = 4.0 eV Å⁻¹
total charge = +1
multiplicity = 6
HOMO level (alpha / beta) = -7.879 / -7.933 eV
<S²> = 8.7527
ΔE to the lowest compared entry with this formula, charge and spin = 346.7 kJ/mol

---

Entry 2:
Molecular formula: C24H54AsF6N2O4
Method: DFT, the ωB97M-V functional and the def2-TZVPD basis

Atoms and positions in Å:
As (-3.81686, -20.94259, -3.89546)
F (-5.29554, -21.69864, -4.48881)
F (-3.92007, -21.91565, -2.44317)
F (-2.38333, -20.20639, -3.24794)
F (-3.72461, -19.94756, -5.34438)
F (-4.85005, -19.71458, -3.17598)
F (-2.87254, -22.24533, -4.60553)
C (-4.50924, -27.55291, -4.09636)
C (-5.65874, -27.06309, -3.21574)
N (-5.66494, -25.58947, -3.18206)
C (-6.14807, -24.99760, -4.43102)
C (-7.62079, -25.23645, -4.86356)
C (-6.59760, -25.22775, -2.08530)
C (-6.80238, -23.72702, -1.84527)
H (-4.56177, -28.63054, -4.26704)
H (-3.57660, -27.25351, -3.62161)
H (-4.52829, -27.09672, -5.08578)
H (-6.63822, -27.43206, -3.55675)
H (-5.58893, -27.54282, -2.23794)
H (-5.87049, -23.94175, -4.46986)
H (-5.45398, -25.34580, -5.20514)
H (-7.73188, -26.31571, -4.72701)
H (-8.36250, -24.76825, -4.22056)
H (-7.75825, -24.98654, -5.91175)
H (-6.05095, -25.66703, -1.24760)
H (-7.60436, -25.64983, -2.21254)
H (-7.62150, -23.61144, -1.12927)
H (-7.17882, -23.20185, -2.72396)
H (-5.88623, -23.28057, -1.46642)
C (-9.72957, -18.90010, 0.47972)
C (-8.34928, -19.08997, -0.13882)
N (-7.32981, -18.39057, 0.67462)
C (-5.97440, -18.49281, 0.15815)
C (-4.93474, -17.50117, 0.74530)
C (-7.35755, -18.76933, 2.10810)
C (-6.94995, -20.20765, 2.46189)
H (-9.98246, -17.87981, 0.76916)
H (-9.81471, -19.61037, 1.29951)
H (-10.48783, -19.10006, -0.28358)
H (-8.19316, -20.17057, -0.23839)
H (-8.28614, -18.65659, -1.13705)
H (-5.57793, -19.50634, 0.16490)
H (-6.01045, -18.25023, -0.90926)
H (-5.36096, -16.50183, 0.80015)
H (-4.72056, -17.90303, 1.73776)
H (-4.03925, -17.52404, 0.13286)
H (-8.34768, -18.61342, 2.53758)
H (-6.72516, -17.99042, 2.53884)
H (-6.00370, -20.43357, 1.97355)
H (-7.77314, -20.82728, 2.10580)
H (-6.82691, -20.33161, 3.53662)
C (-1.94414, -23.37621, -6.76728)
C (-1.69107, -24.47631, -5.76224)
O (-2.53130, -24.81538, -4.97353)
C (-0.26307, -24.90768, -5.60695)
H (-1.67460, -23.77464, -7.75209)
H (-1.24200, -22.56802, -6.57004)
H (-2.99774, -23.11720, -6.73502)
H (-0.08232, -25.96865, -5.79720)
H (-0.06463, -24.84050, -4.53311)
H (0.45180, -24.31162, -6.16948)
C (-5.08592, -17.45212, -7.28095)
C (-6.14426, -18.49835, -7.65528)
O (-6.92543, -18.24465, -8.55021)
C (-6.33127, -19.69704, -6.78295)
H (-5.30115, -17.10243, -6.27087)
H (-5.25451, -16.60309, -7.94559)
H (-4.04600, -17.74570, -7.40515)
H (-7.27737, -20.19933, -6.96084)
H (-6.13330, -19.41531, -5.74971)
H (-5.55538, -20.43816, -6.99515)
C (-3.27333, -20.42098, 0.36984)
C (-2.19731, -21.42180, 0.62348)
O (-2.47769, -22.59413, 0.66374)
C (-0.85019, -20.87331, 1.06547)
H (-2.83612, -19.58541, -0.18100)
H (-3.79375, -20.01566, 1.23665)
H (-4.05509, -20.88828, -0.22684)
H (-0.86416, -20.73451, 2.14682)
H (-0.65848, -19.99381, 0.45552)
H (-0.05900, -21.60940, 0.92500)
C (1.13954, -21.69933, -1.96895)
C (0.36618, -22.11394, -3.19555)
O (-0.47992, -22.97142, -3.11803)
C (0.52371, -21.31159, -4.49504)
H (2.22771, -21.74475, -2.03158)
H (0.80075, -22.36750, -1.18089)
H (0.86448, -20.66573, -1.74209)
H (0.34676, -21.90418, -5.38409)
H (1.51220, -20.87012, -4.32566)
H (-0.20266, -20.49755, -4.48834)

Computed properties:
max |F| = 2.0 eV Å⁻¹
total charge = -1
HOMO level = -5.685 eV

---

Entry 3:
Molecular formula: C24H54BClNO10P
Method: DFT, the ωB97M-V functional and the def2-TZVPD basis

Atoms and positions in Å:
N (3.01044, 0.34549, 4.95429)
B (2.00335, 0.59772, 3.84721)
O (2.50113, 0.45896, 2.44005)
C (0.42578, 1.02392, 4.02993)
C (-0.67650, 0.02407, 4.03392)
P (-0.70067, -1.87996, 3.88620)
O (0.54366, -2.46256, 2.79497)
Cl (-0.06356, -2.56537, 5.83977)
C (-2.05414, 0.89992, 4.18553)
O (-3.23736, 0.38868, 3.83440)
O (-1.66710, 2.19702, 4.76204)
C (-0.31117, 2.48858, 4.19077)
O (0.15291, 3.72361, 3.85831)
H (3.30569, -0.66416, 4.85045)
H (2.63085, 0.54266, 5.90632)
H (3.31936, 1.05191, 2.35302)
H (0.13781, -2.67252, 1.88136)
C (5.82040, -1.75062, 6.91635)
C (5.54961, -2.65499, 5.72529)
O (5.92898, -2.08056, 4.47911)
C (7.30608, -1.74430, 4.32353)
C (8.23770, -2.93701, 4.45980)
H (5.30795, -0.79033, 6.79360)
H (5.46981, -2.22047, 7.83988)
H (6.88665, -1.53818, 7.03329)
H (4.47268, -2.84638, 5.66698)
H (6.02865, -3.63060, 5.85377)
H (7.58075, -0.94755, 5.02166)
H (7.41505, -1.32575, 3.31837)
H (8.18446, -3.38607, 5.45382)
H (9.27538, -2.63158, 4.28643)
H (7.97549, -3.71350, 3.73366)
C (-0.77926, 2.61989, -2.30543)
C (-0.95311, 1.57499, -1.21556)
O (-0.17030, 1.83097, -0.05430)
C (-0.42338, 3.05666, 0.62929)
C (-1.85165, 3.18341, 1.13230)
H (0.27416, 2.70177, -2.59426)
H (-1.36596, 2.35138, -3.18875)
H (-1.10473, 3.61063, -1.97648)
H (-0.62809, 0.60398, -1.60454)
H (-2.00702, 1.46005, -0.94376)
H (-0.15220, 3.90552, -0.00595)
H (0.25543, 3.08322, 1.48715)
H (-2.57506, 3.18111, 0.31423)
H (-1.97832, 4.11925, 1.68752)
H (-2.10090, 2.34740, 1.79408)
C (-3.61173, -2.37057, -3.24572)
C (-2.39734, -2.15606, -2.35742)
O (-1.87470, -3.36200, -1.81025)
C (-1.42489, -4.34379, -2.74161)
C (-0.30522, -3.85189, -3.64350)
H (-4.40464, -2.88689, -2.69391)
H (-3.99861, -1.41126, -3.60155)
H (-3.37400, -2.98068, -4.12148)
H (-2.68913, -1.52782, -1.50889)
H (-1.61166, -1.60973, -2.88849)
H (-2.26796, -4.72024, -3.32912)
H (-1.05653, -5.18925, -2.15261)
H (-0.62261, -3.01623, -4.27080)
H (0.03232, -4.65697, -4.30534)
H (0.54630, -3.50981, -3.04611)
C (2.37212, 4.51141, -7.32369)
C (1.46259, 4.01912, -6.21002)
O (1.09916, 2.64863, -6.33858)
C (2.16513, 1.70139, -6.32824)
C (2.98543, 1.72984, -5.04943)
H (1.90186, 4.35549, -8.30060)
H (2.58267, 5.57783, -7.20125)
H (3.32827, 3.98097, -7.33412)
H (0.53068, 4.59411, -6.23730)
H (1.90791, 4.20198, -5.22714)
H (2.80118, 1.84006, -7.20793)
H (1.70719, 0.71284, -6.43058)
H (3.48272, 2.69112, -4.90385)
H (3.75874, 0.95433, -5.07560)
H (2.34466, 1.55585, -4.17872)
C (-8.24721, -1.03807, -1.03315)
C (-7.21851, -1.63149, -0.08474)
O (-5.87464, -1.32798, -0.44353)
C (-5.52015, 0.05278, -0.48254)
C (-5.69677, 0.75914, 0.85121)
H (-8.06473, -1.37728, -2.05855)
H (-9.25670, -1.33869, -0.73798)
H (-8.21267, 0.05484, -1.04064)
H (-7.30940, -2.72287, -0.10581)
H (-7.41242, -1.32681, 0.94840)
H (-6.07622, 0.56246, -1.27542)
H (-4.46455, 0.09759, -0.76735)
H (-6.73878, 0.76143, 1.17795)
H (-5.36780, 1.80142, 0.77675)
H (-5.10911, 0.26146, 1.62964)

Computed properties:
max |F| = 10.0 eV Å⁻¹
total charge = 0
HOMO level = -9.558 eV
ΔE to the lowest compared entry with this formula, charge and spin = 428.0 kJ/mol
SMILES string = NB(O)C1=C(P(O)Cl)C(=O)OC1=O.CCOCC.CCOCC.CCOCC.CCOCC.CCOCC